No. 1
Density functional theory data (ωB97M-V with the def2-TZVPD basis set) for 5 unconnected molecules or ions with the total composition C40H71F2I2N2O5 in a non-equilibrium geometry.

Summary:
Largest force on an atom in Eh/bohr: 0.028
Charge: -1
HOMO-LUMO gap in Eh: 0.27016

Each line ends with the Löwdin charge.
CARTESIAN COORDINATES (ANGSTROEM)
C: -3.87351 -3.20264 4.58092  -0.2290
H: -3.19553 -0.82000 5.98064  0.0633
H: 3.65457 6.36809 2.56356  0.0617
C: -1.98842 -6.00547 0.22247  -0.5821
H: 4.00761 2.06737 -1.71430  0.1058
H: 1.58506 2.51440 1.58297  0.1006
H: -0.04208 0.28106 1.61733  0.0703
H: 1.99205 1.10129 -4.75075  0.0561
C: 3.06703 7.11265 2.02428  -0.1109
H: 2.42342 7.06018 4.73036  0.1084
H: 5.46933 2.66000 -5.19568  0.0981
N: -2.35143 -5.69710 -1.09639  0.1446
C: -6.13921 -2.21926 -4.31756  -0.0917
H: -3.39560 -2.59453 2.56639  0.0901
C: 3.81942 1.04643 -3.59608  -0.2642
O: -2.96602 -8.58219 -3.83926  0.1424
H: 4.30630 3.86548 -3.34363  0.0991
H: -2.81029 -4.61326 5.78985  0.1006
H: -1.73247 -1.42338 4.01610  0.0872
O: -2.28606 -6.96669 0.83016  0.1791
C: 3.21857 3.28482 2.75822  -0.1089
C: 0.60988 -0.59215 1.68342  -0.1006
H: 0.68259 6.18262 3.25765  0.0871
H: 6.29765 4.11450 -4.68852  0.1010
C: 4.62853 1.86856 -2.59413  -0.2271
C: -6.00760 -4.02209 -2.75562  -0.0777
H: -1.09937 -1.28887 -3.49801  0.0349
H: -3.30287 -6.22941 -4.13667  0.1137
C: -3.71200 -2.12869 3.50400  -0.2222
C: 2.54560 1.74382 -4.06450  -0.1119
H: -4.33992 -1.78062 -5.39724  0.1112
H: -2.30640 -2.52965 -4.75410  0.0820
H: -1.86607 -3.19431 5.39504  0.0960
H: 3.16647 0.60036 3.71796  0.0987
H: 5.71746 3.69790 -2.32872  0.1066
H: 3.44875 4.08100 2.04937  0.0518
H: 0.17849 -1.28612 2.40503  0.0655
H: -2.65259 -0.33821 3.00142  0.1031
H: 1.89430 1.97166 -3.21730  0.0743
H: -2.05779 -6.16392 -5.35008  0.1340
C: 0.58177 -1.24991 -2.22923  -0.2060
H: -2.61767 -5.43689 3.43540  0.0740
H: 1.39071 -0.73193 -2.72892  0.0223
C: 0.15152 -5.62317 -4.00374  -0.7000
C: -0.89069 9.25535 3.69136  -0.1139
H: 0.27794 1.57222 3.49082  0.0968
H: 5.46780 1.26585 -2.23535  0.1010
H: -1.39027 9.01833 4.63302  0.0736
C: -4.04539 -3.41529 -4.04404  -0.2076
C: 2.03099 -0.20812 2.08227  -0.2591
C: 1.82951 7.77512 4.15191  -0.2278
C: 2.65224 8.24832 2.95468  -0.2682
C: -2.05488 -7.87508 -4.13514  -0.4824
H: 3.90919 2.46277 2.56525  0.0665
H: 1.72812 -0.25955 4.20960  0.1083
C: -1.00347 -3.21392 -2.62222  -0.6491
C: 7.31379 2.30813 -4.13996  -0.1143
H: 2.76408 2.67600 -4.58920  0.0634
H: -0.00506 6.82557 4.72735  0.1104
C: 6.03136 3.10281 -4.36934  -0.2731
H: 3.55220 8.74337 3.32954  0.1030
C: 1.35030 1.76005 3.59773  -0.2282
H: -4.32960 -2.75879 5.47166  0.0967
C: -3.14837 -0.20159 5.08271  -0.1102
C: -4.80457 -2.41563 -4.65484  -0.0477
H: -1.03626 -5.19966 4.17820  0.0748
H: -4.58876 -3.94891 4.22050  0.1088
H: 4.43519 0.78732 -4.46138  0.1014
H: -4.13504 -5.00326 -2.59769  0.0733
H: 2.20165 6.61301 1.58605  0.0683
C: -2.24339 -6.39148 -4.30111  -0.0235
C: -2.57637 -3.53985 -4.45965  -0.1541
H: -0.02663 -0.50512 -1.72614  0.0324
H: -1.34197 7.39053 2.73551  0.1049
O: 1.03560 -5.16170 -3.25334  -0.0595
C: -0.45390 7.98162 2.97301  -0.2683
C: -1.33457 -5.49063 -3.45737  -0.2499
H: -2.43228 0.60016 5.27423  0.0628
H: 2.45940 0.45364 1.32358  0.0956
H: 0.94586 -1.94484 -1.47608  0.0729
C: -0.30396 -1.98199 -3.24165  -0.8165
F: -1.27932 -5.03754 0.76442  0.1061
C: -6.75359 -3.01483 -3.35662  -0.0977
N: -1.64482 -4.06597 -3.50872  -0.1074
H: -4.69345 -1.68698 3.30156  0.1095
H: 3.40820 3.66372 3.76558  0.0748
H: -6.46009 -4.64949 -2.00108  0.1000
C: -4.67087 -4.21313 -3.09599  -0.0797
H: -0.24203 -3.72835 -2.04890  0.0840
F: -0.88231 -8.41427 -4.35803  0.1670
C: 5.15026 3.20489 -3.12544  -0.2328
H: 7.92196 2.28936 -5.04583  0.0665
H: -1.59035 9.82309 3.07604  0.0673
C: -1.93419 -4.68487 3.83343  -0.1070
H: -7.78521 -2.84027 -3.09288  0.0930
H: 1.65210 8.62343 4.81949  0.0991
C: 2.11419 0.44193 3.46265  -0.2274
H: -6.68122 -1.43490 -4.82618  0.0946
C: -1.32005 -6.12957 -2.06060  -0.3374
H: 0.60071 -1.07986 0.70887  0.0391
O: 0.26747 -6.06076 -5.16458  -0.0312
H: -2.57744 -4.08517 -5.40098  0.1339
H: 3.54795 0.09970 -3.12301  0.0950
C: 0.49574 7.11484 3.79799  -0.2267
H: -1.63988 -4.02707 3.01679  0.0538
I: 0.70399 -2.40257 -5.07883  0.9613
H: 1.11905 3.71760 2.76422  0.0903
C: -2.73203 -1.01232 3.85825  -0.2711
H: 1.48688 2.13593 4.61772  0.1078
C: 1.76424 2.84763 2.60851  -0.2626
H: 2.65122 -1.10816 2.08596  0.1071
I: -2.30772 -2.27883 -1.04372  0.8277
H: -0.04349 9.90723 3.90989  0.0634
H: 7.10399 1.27377 -3.86537  0.0659
H: -3.14856 -6.30971 -1.26676  0.1415
O: -0.52180 -6.94319 -1.73102  0.1954
C: -2.58075 -3.91243 4.98181  -0.2678
H: 3.67765 7.49227 1.20355  0.0709
H: -4.12909 0.25523 4.93137  0.0730
H: 2.10123 9.00507 2.38935  0.0973
H: 7.91244 2.75765 -3.34460  0.0723
H: 0.00508 8.24046 2.01506  0.0982


No. 2
Density functional theory data (ωB97M-V with the def2-TZVPD basis set) for 11 unconnected molecules or ions with the total composition C40H75ClO12P in a non-equilibrium geometry.

Summary:
Largest force on an atom in Eh/bohr: 0.068
Charge: -1
HOMO-LUMO gap in Eh: 0.19270

Each line ends with the Löwdin charge.
CARTESIAN COORDINATES (ANGSTROEM)
H: 0.36300 -6.26035 3.98012  0.0893
H: -1.66549 -1.35647 3.35158  0.0877
C: 12.40703 3.98852 -5.07792  -0.0185
H: -2.90555 -5.67982 2.78247  0.0720
C: 11.41205 2.90579 -4.74693  -0.4899
H: 7.85749 8.17909 -4.62277  0.0860
C: -6.13746 -5.65171 4.08087  -0.0220
H: 11.79743 2.62706 -2.65992  0.0866
H: -1.42116 1.75252 -2.30574  0.0512
C: -4.98406 2.90252 1.86996  -0.4997
O: -4.58553 -3.96509 3.43929  0.0540
C: -12.93637 -4.48055 4.04149  -0.5016
H: 8.21879 4.55361 -6.27812  0.0754
H: 6.63920 4.92792 -6.99792  0.0794
H: -6.91451 3.18476 0.97375  0.0790
H: 0.60938 3.05521 -0.85117  0.0358
P: 1.46949 0.75129 -0.23001  0.4582
O: -12.73749 -3.85204 3.02702  0.0651
H: 10.45305 3.74487 -3.03434  0.0596
H: 8.95859 1.99828 -6.29575  0.0548
C: 1.52070 4.56490 1.59660  -0.0323
H: 7.67583 4.66629 -3.13905  0.0822
C: 0.26770 1.55364 1.93030  -0.2348
C: -6.15921 3.77810 1.49178  -0.0334
O: -2.60318 -0.45081 0.56937  0.0487
O: 2.53715 1.55010 -4.28462  0.0646
C: -1.73139 -1.76085 2.33945  -0.0111
H: -0.78514 -1.58689 1.82758  0.0753
C: 4.12598 3.27957 -4.61430  -0.0255
H: -0.48901 2.27091 1.57588  0.1185
C: 8.52796 7.98540 -3.78413  -0.0206
C: 7.42668 5.71856 -3.26290  -0.0159
H: 3.24498 3.91449 -4.52932  0.0799
C: 4.76100 0.76815 -4.52787  -0.0226
H: 8.75759 1.95038 -8.06834  0.0908
H: -0.12150 1.07707 2.83546  0.1051
H: 1.27687 -9.34232 4.21234  0.0832
H: -6.63459 -6.25806 3.32956  0.0505
H: -4.19316 -6.81930 2.35579  0.0880
H: -10.64659 -5.12026 2.08565  0.0473
C: 7.13535 2.84952 -7.00388  -0.4752
H: 2.46386 7.26749 3.33414  0.0937
H: -4.52038 -2.23980 2.17806  0.0449
H: 1.04619 4.32254 0.65134  0.1033
H: -1.92703 -2.83472 2.38520  0.0688
H: 4.29631 -0.20684 -4.39355  0.0816
C: 0.43791 2.02967 -1.20186  -0.3423
H: -10.86855 -4.96991 4.28710  0.0670
H: -3.43090 1.63390 1.14568  0.0601
C: -10.21672 -5.52012 1.17205  -0.0092
H: 7.84258 0.83653 -7.03556  0.0864
C: -0.37705 -8.20407 3.45862  -0.5059
C: 1.71841 2.09499 2.03583  -0.7631
H: -1.61333 2.62007 -0.79940  0.0363
C: 8.24929 1.84366 -7.10862  -0.0098
C: 2.66454 5.21813 3.95662  -0.1113
H: -9.92545 -4.68811 0.52931  0.0946
H: -10.96875 -6.12928 0.66739  0.0911
C: 10.94750 2.81518 -3.31848  -0.0158
H: 0.99203 -0.27389 -1.14687  -0.0121
H: -5.82480 4.59130 0.84572  0.0801
C: -8.27620 -7.00465 0.35922  -0.0184
C: -14.32688 -4.62873 4.61223  -0.0276
H: 6.70875 5.81630 -4.07920  0.0828
H: 5.49183 0.92257 -3.73102  0.0847
H: -6.60022 4.20180 2.39275  0.0743
H: -8.94380 -7.67674 -0.18209  0.0843
H: 13.31936 3.84738 -4.49599  0.0844
C: 2.30164 6.22078 3.10103  -0.1217
H: -6.77544 -4.80491 4.32641  0.0850
C: 8.67787 6.49898 -3.57771  -0.4940
H: 11.97530 4.96576 -4.85482  0.0727
H: -4.92118 1.56758 0.19834  0.0896
H: -0.26130 -6.39844 2.32753  0.0796
C: 7.52925 4.30672 -7.08854  -0.0121
C: 3.69524 1.83520 -4.46231  -0.4920
H: -14.36600 -4.20164 5.61547  0.0837
O: 10.99817 2.14199 -5.59210  0.0429
H: 2.77959 3.15002 4.34637  0.0712
O: 9.75860 5.95558 -3.66196  0.0480
H: 4.59477 3.45207 -5.58587  0.0477
C: -1.10053 1.76521 -1.25537  -0.1622
H: -5.97185 -6.24321 4.98361  0.0887
H: 1.41165 6.67148 1.22271  0.0995
H: 8.00527 4.50933 -8.04908  0.0844
H: 6.97971 6.08501 -2.33771  0.0941
Cl: 2.63019 0.90657 3.13273  0.5999
H: -15.03584 -4.10174 3.97689  0.0796
C: -2.83757 -1.07099 1.58068  -0.4770
O: 2.29219 1.98085 0.79447  -0.3309
H: -0.32043 -9.95248 4.68213  0.0780
H: 3.13471 5.48918 4.89751  0.0977
H: 2.54802 1.03075 -1.18780  -0.0314
H: 5.25800 0.79743 -5.49535  0.0534
H: -7.89968 -6.23716 -0.31867  0.0891
H: -4.93205 -0.65425 1.50439  0.0696
C: -4.24499 2.22708 0.74486  -0.0242
C: -11.81254 -5.15107 4.79600  -0.0192
O: 5.97892 2.52420 -6.85486  0.0419
C: -4.23363 -1.19440 2.14346  -0.0203
H: 9.50130 8.42046 -4.00276  0.0799
H: 0.80420 1.99403 -2.22843  0.0370
H: 8.12834 8.44839 -2.88085  0.0873
H: 0.32669 -8.49781 5.46314  0.0838
H: -7.43488 -7.57869 0.74327  0.0800
H: 2.38928 -0.24439 0.30403  -0.0327
H: -11.74945 -4.74525 5.80689  0.0870
H: 10.23836 1.99493 -3.21954  0.0856
H: -14.60376 -5.68349 4.65166  0.0832
H: -3.83116 2.97653 0.06836  0.0823
C: -4.82101 -5.14882 3.54789  -0.4789
O: -4.66171 2.75790 3.02799  0.0610
C: -3.79779 -6.18351 3.14899  -0.0189
H: -3.52721 -6.79705 4.00925  0.0830
H: -4.27174 -0.76719 3.14697  0.0921
C: 0.30706 -6.90719 3.10305  -0.0194
C: 1.91053 3.54798 2.42661  -0.1846
H: -1.40329 0.80198 -0.82798  0.0320
C: 2.47480 3.90129 3.63016  -0.0707
C: 0.27251 -9.05338 4.52563  -0.0278
H: 12.65358 3.94182 -6.13735  0.0799
O: -1.40084 -8.54922 2.91418  0.0563
H: 1.31302 -7.10478 2.72980  0.0868
O: 0.31474 0.48647 0.99829  -0.3763
H: -11.98427 -6.22772 4.84337  0.0895
H: 4.82546 3.53875 -3.81516  0.0757
C: 1.70514 5.88351 1.90690  -0.0945
O: -8.65142 -6.51441 2.65496  0.0465
C: -9.01299 -6.36124 1.50828  -0.4844


> Which formula does entry 1 have?

C40H71F2I2N2O5


> Which of these has the lowest HOMO-LUMO gap?

C40H75ClO12P


> HOMO-LUMO gap of number 1 (C40H71F2I2N2O5)?

0.27016 Eh


> The lowest HOMO-LUMO gap belongs to which entry?

C40H75ClO12P